(1)
A structure of composition C51H38N9O2STc at a distorted geometry, computed with ωB97M-V with the def2-TZVPD basis set.

The total energy is -3088.75981 a.u. Its expectation value of S² is 4.084. Its spin multiplicity is 4. For the HOMO energy (spin up / spin down), the calculation gives -3.7 / -3.8 eV. The HOMO-LUMO gap (spin up / spin down) is 5.169 / 5.073 eV. The net charge is -1.

Geometry (Å):
Tc  -0.322  -0.462  0.192
C  1.999  -3.234  -5.456
C  0.655  -3.523  -5.697
C  -0.323  -3.194  -4.768
C  0.090  -2.594  -3.591
C  -0.664  -2.102  -2.435
N  0.214  -1.618  -1.491
C  1.482  -1.601  -2.057
N  2.568  -1.037  -1.671
C  2.591  -0.098  -0.592
C  3.957  -0.089  0.061
C  5.198  0.262  -0.431
C  6.289  0.134  0.425
C  6.135  -0.350  1.722
C  4.886  -0.727  2.197
C  3.805  -0.588  1.345
C  2.378  -0.878  1.546
N  1.953  -1.562  2.578
C  0.676  -1.924  2.706
N  -0.379  -1.596  1.908
C  -1.549  -2.069  2.493
N  -2.789  -1.940  2.062
C  -3.084  -1.579  0.830
N  -2.158  -1.291  -0.153
C  -2.667  -1.721  -1.343
N  -1.965  -2.094  -2.423
C  -4.071  -2.002  -1.179
C  -5.041  -2.449  -2.074
C  -6.294  -2.744  -1.575
C  -6.574  -2.619  -0.203
C  -5.605  -2.212  0.695
C  -4.344  -1.895  0.196
C  -1.203  -2.772  3.694
C  -1.963  -3.506  4.606
C  -1.301  -4.162  5.622
C  0.100  -4.094  5.744
C  0.855  -3.363  4.850
C  0.193  -2.701  3.818
N  1.670  -0.414  0.505
C  1.427  -2.309  -3.352
C  2.402  -2.609  -4.283
H  2.740  -3.498  -6.202
H  0.372  -4.003  -6.625
H  -1.374  -3.388  -4.941
H  5.304  0.636  -1.439
H  7.275  0.420  0.077
H  7.002  -0.435  2.367
H  4.750  -1.111  3.201
H  -4.801  -2.560  -3.124
H  -7.077  -3.084  -2.242
H  -7.566  -2.866  0.158
H  -5.814  -2.147  1.756
H  -3.040  -3.559  4.496
H  -1.863  -4.760  6.329
H  0.587  -4.635  6.545
H  1.935  -3.313  4.929
H  3.438  -2.353  -4.102
O  3.579  1.628  -2.708
C  2.531  1.809  -2.141
O  2.129  1.189  -1.027
C  1.507  2.809  -2.559
C  1.974  4.028  -3.041
C  1.099  4.995  -3.499
C  -0.264  4.725  -3.495
C  -0.738  3.508  -3.036
C  0.127  2.515  -2.553
S  -0.566  0.946  -2.170
H  3.044  4.196  -3.043
H  1.471  5.943  -3.868
H  -0.964  5.466  -3.864
H  -1.799  3.292  -3.045
C  -2.579  0.053  6.043
C  -1.458  0.431  5.107
C  -0.186  0.708  5.599
C  0.856  1.044  4.742
C  2.228  1.342  5.294
C  0.608  1.121  3.377
C  -0.660  0.870  2.861
C  -1.684  0.518  3.741
N  -0.904  1.032  1.460
C  -1.464  2.394  1.146
C  -2.713  2.268  0.262
C  -1.911  3.195  2.383
C  -0.360  3.231  0.482
H  -2.263  -0.737  6.728
H  -3.445  -0.301  5.482
H  -2.891  0.911  6.644
H  0.000  0.664  6.670
H  2.250  2.333  5.756
H  2.980  1.319  4.504
H  2.504  0.615  6.059
H  1.406  1.384  2.691
H  -2.665  0.304  3.334
H  -3.380  1.504  0.675
H  -2.464  1.989  -0.756
H  -3.250  3.222  0.242
H  -2.758  2.736  2.894
H  -2.220  4.182  2.030
H  -1.103  3.329  3.104
H  0.238  2.616  -0.178
H  0.305  3.644  1.247
H  -0.786  4.056  -0.096

***

(2)
A cluster of 13 separate species, C38H79Cl2N9O18 in total at a distorted geometry, computed with ωB97M-V with the def2-TZVPD basis set.

The total energy is -4263.00520 a.u. Its spin multiplicity is 1. For the HOMO energy, the calculation gives -8.5 eV. The HOMO-LUMO gap is 8.401 eV.

Geometry (Å):
C  17.854  -23.468  -1.491
C  17.895  -23.805  -0.003
O  18.631  -22.710  0.551
C  19.202  -21.965  -0.405
O  19.911  -21.033  -0.207
O  18.829  -22.430  -1.631
H  16.908  -23.031  -1.784
H  18.157  -24.282  -2.132
H  18.414  -24.727  0.254
H  16.892  -23.738  0.413
C  15.198  -24.995  -9.593
C  14.775  -23.629  -10.173
O  15.740  -22.731  -9.637
C  16.483  -23.346  -8.698
O  17.296  -22.816  -8.007
O  16.231  -24.672  -8.679
H  15.558  -25.644  -10.391
H  14.351  -25.489  -9.122
H  13.769  -23.397  -9.825
H  14.813  -23.603  -11.258
C  24.523  -17.900  2.391
C  24.146  -16.572  1.687
O  23.779  -17.007  0.375
C  24.086  -18.296  0.188
O  23.914  -18.931  -0.798
O  24.701  -18.769  1.300
H  23.670  -18.218  2.995
H  25.389  -17.765  3.035
H  24.932  -15.826  1.583
H  23.282  -16.125  2.175
C  28.261  -21.760  -6.098
C  26.755  -21.933  -6.144
O  26.083  -21.218  -6.867
N  26.214  -22.844  -5.298
C  24.800  -23.133  -5.277
H  28.489  -20.698  -6.148
H  28.750  -22.262  -6.931
H  28.694  -22.127  -5.164
H  26.825  -23.561  -4.943
H  24.496  -23.589  -4.330
H  24.544  -23.943  -5.967
H  24.161  -22.274  -5.452
C  15.983  -26.722  -2.364
C  16.856  -25.860  -3.224
O  18.013  -26.196  -3.477
N  16.329  -24.680  -3.604
C  17.009  -23.764  -4.516
H  16.314  -27.756  -2.325
H  14.932  -26.745  -2.663
H  15.950  -26.367  -1.329
H  15.391  -24.467  -3.319
H  16.437  -22.838  -4.582
H  17.029  -24.169  -5.527
H  17.993  -23.490  -4.154
C  22.234  -19.731  -11.841
C  22.402  -20.604  -10.605
O  23.317  -21.399  -10.514
N  21.538  -20.345  -9.589
C  21.529  -21.073  -8.349
H  22.405  -20.383  -12.695
H  22.990  -18.948  -11.845
H  21.247  -19.267  -11.863
H  20.784  -19.729  -9.828
H  22.369  -20.826  -7.698
H  21.543  -22.158  -8.472
H  20.637  -20.836  -7.770
C  16.678  -17.323  -5.900
C  16.865  -18.672  -6.549
O  16.997  -19.672  -5.842
N  16.885  -18.709  -7.892
C  17.046  -19.923  -8.669
H  17.577  -16.937  -5.432
H  15.883  -17.519  -5.177
H  16.240  -16.594  -6.585
H  16.844  -17.839  -8.394
H  18.011  -19.912  -9.182
H  16.298  -20.023  -9.458
H  16.996  -20.847  -8.096
C  17.538  -19.453  -2.509
C  16.487  -20.534  -2.419
O  16.137  -21.002  -1.340
N  15.883  -20.921  -3.574
C  14.803  -21.862  -3.573
H  17.033  -18.517  -2.256
H  18.050  -19.352  -3.463
H  18.286  -19.613  -1.735
H  16.171  -20.524  -4.474
H  14.167  -21.772  -4.456
H  14.135  -21.744  -2.717
H  15.118  -22.904  -3.544
C  21.884  -26.832  -3.376
C  21.757  -26.043  -4.658
O  22.708  -25.671  -5.326
N  20.481  -25.712  -4.985
C  20.245  -25.189  -6.321
H  21.274  -26.463  -2.549
H  22.931  -26.896  -3.092
H  21.467  -27.833  -3.524
H  19.696  -25.964  -4.392
H  19.280  -25.541  -6.686
H  20.987  -25.561  -7.024
H  20.273  -24.106  -6.318
C  17.951  -15.180  -1.151
C  18.939  -16.294  -1.392
O  19.058  -17.151  -0.531
N  19.626  -16.290  -2.558
C  20.514  -17.335  -3.071
H  17.503  -14.810  -2.081
H  18.423  -14.336  -0.650
H  17.094  -15.540  -0.590
H  19.373  -15.562  -3.203
H  20.407  -18.270  -2.525
H  21.552  -17.021  -2.988
H  20.215  -17.537  -4.097
C  22.370  -21.379  -2.798
C  21.468  -21.017  -3.929
O  21.693  -20.052  -4.659
N  20.356  -21.751  -4.042
C  19.385  -21.599  -5.097
H  22.158  -22.380  -2.419
H  22.384  -20.650  -1.985
H  23.431  -21.396  -3.057
H  20.190  -22.505  -3.398
H  19.068  -22.484  -5.634
H  19.616  -20.798  -5.788
H  18.470  -21.328  -4.561
C  26.810  -21.615  -1.798
C  27.740  -21.147  -0.702
O  28.903  -21.515  -0.676
N  27.202  -20.289  0.191
C  27.996  -19.599  1.192
H  25.773  -21.375  -1.570
H  26.949  -22.691  -1.900
H  27.140  -21.191  -2.746
H  26.259  -19.948  0.132
H  27.349  -19.254  2.001
H  28.452  -18.694  0.786
H  28.714  -20.302  1.605
Cl  22.369  -23.329  0.321
C  22.977  -21.859  1.104
C  23.611  -22.117  2.460
Cl  24.919  -23.335  2.456
H  22.159  -21.147  1.226
H  23.698  -21.327  0.484
H  22.885  -22.428  3.205
H  24.100  -21.201  2.788

***

(3)
A cluster of 2 separate species, C5H9N in total, computed with ωB97M-V with the def2-TZVPD basis set.

The total energy is -250.44055 a.u. Its spin multiplicity is 1. For the HOMO energy (spin up / spin down), the calculation gives -7.2 / -7.2 eV. The HOMO-LUMO gap (spin up / spin down) is 8.270 / 8.269 eV.

Geometry (Å):
C  -1.667  1.010  -0.164
C  -1.839  -0.528  -0.205
C  -0.529  0.105  -0.196
N  0.730  -0.028  -0.297
C  1.744  -1.047  -0.513
C  2.016  0.389  -0.222
H  -1.919  1.569  -1.064
H  -1.917  1.522  0.763
H  -2.205  -1.012  0.700
H  -2.215  -0.969  -1.126
H  0.584  0.501  2.418
H  1.863  -1.779  0.288
H  1.724  -1.481  -1.518
H  2.417  1.147  -0.883
H  1.214  0.602  2.020

***

(4)
A cluster of 10 separate species, C41H62BN9O in total at a distorted geometry, computed with ωB97M-V with the def2-TZVPD basis set.

The total energy is -2191.37303 a.u. Its spin multiplicity is 1. For the HOMO energy, the calculation gives -6.6 eV. The HOMO-LUMO gap is 2.315 eV.

Geometry (Å):
C  2.498  3.788  -0.367
C  3.718  2.936  -0.415
C  3.700  2.208  0.917
C  4.506  0.898  0.835
C  4.021  -0.034  -0.393
C  4.188  0.648  -1.716
N  3.587  2.042  -1.627
O  2.932  2.452  -2.632
C  3.476  -0.224  -2.696
C  5.648  0.824  -2.264
C  5.068  3.763  -0.580
H  2.417  4.288  0.761
H  1.481  3.373  -0.608
H  2.404  4.527  -1.151
H  2.565  2.027  1.268
H  3.818  2.645  1.840
H  4.343  0.400  1.712
H  5.521  1.250  0.711
H  2.992  -0.278  -0.202
H  4.729  -0.890  -0.422
H  3.581  0.108  -3.683
H  2.457  -0.355  -2.565
H  3.946  -1.212  -2.825
H  6.323  1.537  -1.720
H  5.619  1.517  -3.139
H  6.328  -0.159  -2.507
H  5.149  4.714  -0.091
H  5.180  4.167  -1.653
H  5.886  3.118  -0.057
B  -0.489  0.250  -0.547
H  0.352  0.674  0.126
H  -0.368  0.766  -1.640
H  -0.494  -0.955  -0.816
H  -1.443  0.557  -0.074
N  -1.059  -0.239  4.277
C  -1.828  0.833  3.720
C  -2.299  1.646  4.909
C  -1.881  0.882  6.158
C  -1.004  -0.238  5.544
H  -0.410  -0.801  3.802
H  -1.949  0.893  2.719
H  -2.961  2.472  4.884
H  -2.015  1.263  7.079
H  -0.344  -0.870  6.233
N  0.029  -4.589  -4.146
C  0.940  -4.394  -5.018
C  1.298  -2.916  -4.896
C  0.584  -2.377  -3.765
C  -0.425  -3.551  -3.432
H  -0.464  -5.404  -3.941
H  1.238  -5.242  -5.719
H  2.098  -2.456  -5.507
H  0.584  -1.514  -3.136
H  -1.107  -3.742  -2.605
N  -5.589  1.786  2.027
C  -4.228  2.004  1.685
C  -3.964  3.258  2.546
C  -5.046  3.465  3.578
C  -6.137  2.455  3.165
H  -6.210  0.912  1.778
H  -3.638  1.646  0.883
H  -2.783  3.801  2.487
H  -5.032  4.244  4.230
H  -7.294  2.223  3.557
N  -2.723  0.544  -2.631
C  -3.617  1.597  -2.316
C  -4.898  1.305  -3.227
C  -4.461  0.233  -4.122
C  -2.990  -0.174  -3.771
H  -1.986  0.382  -2.032
H  -3.497  2.342  -1.519
H  -5.774  1.797  -3.123
H  -5.169  -0.288  -4.787
H  -2.415  -0.926  -4.066
N  2.003  -4.734  -1.983
C  2.472  -6.025  -1.662
C  3.158  -5.867  -0.276
C  2.857  -4.470  0.225
C  2.090  -3.754  -0.950
H  1.507  -4.693  -2.926
H  2.718  -6.682  -2.548
H  3.799  -6.528  0.188
H  3.127  -4.021  1.004
H  1.811  -2.725  -1.105
N  -1.038  3.454  0.249
C  -0.484  3.626  1.529
C  -0.572  5.051  1.862
C  -1.199  5.756  0.633
C  -1.387  4.617  -0.413
H  -0.952  2.561  -0.233
H  -0.117  2.873  2.271
H  0.004  5.459  2.717
H  -1.234  6.828  0.641
H  -1.730  4.665  -1.408
N  -3.547  -1.761  -0.899
C  -4.296  -2.844  -1.385
C  -4.662  -3.681  -0.153
C  -3.926  -2.936  1.019
C  -3.218  -1.746  0.411
H  -3.347  -1.090  -1.638
H  -4.565  -3.078  -2.478
H  -5.204  -4.599  -0.129
H  -3.717  -3.315  2.001
H  -2.456  -0.907  0.867
N  0.125  -1.856  2.035
C  -0.537  -2.933  2.675
C  0.165  -3.058  4.103
C  1.408  -2.217  4.121
C  1.190  -1.410  2.778
H  -0.051  -1.561  1.098
H  -1.423  -3.287  2.450
H  -0.059  -3.899  4.810
H  2.186  -2.095  4.752
H  1.889  -0.750  2.470

***

(5)
A structure of composition C26H26BrNO3OsS3 at a distorted geometry, computed with ωB97M-V with the def2-TZVPD basis set.

The total energy is -5145.92151 a.u. Its expectation value of S² is 6.038. Its spin multiplicity is 5. For the HOMO energy (spin up / spin down), the calculation gives -4.3 / -7.7 eV. The HOMO-LUMO gap (spin up / spin down) is 4.245 / 5.863 eV.

Geometry (Å):
Os  -0.233  -0.480  0.316
C  -2.380  -4.229  -1.493
C  -1.368  -3.258  -0.916
S  -1.909  -2.024  0.167
C  0.019  -3.132  -1.278
C  0.869  -4.276  -1.766
S  0.924  -1.634  -1.258
H  -3.232  -3.677  -1.868
H  -2.771  -4.843  -0.689
H  -1.981  -4.898  -2.290
H  1.808  -4.378  -1.162
H  1.165  -4.093  -2.831
H  0.326  -5.246  -1.755
C  2.029  -2.766  3.340
C  1.328  -2.412  4.479
C  0.268  -1.473  4.420
C  0.089  -0.753  3.201
N  0.611  -1.285  2.007
C  1.556  -2.249  2.124
C  -0.645  0.498  2.985
C  -0.766  1.390  4.059
C  -1.567  2.514  3.874
C  -2.149  2.751  2.628
C  -1.824  1.990  1.516
C  -1.109  0.836  1.702
H  2.972  -3.309  3.373
H  1.709  -2.707  5.470
H  -0.300  -1.141  5.289
H  1.989  -2.593  1.220
H  -0.357  1.144  5.042
H  -1.784  3.139  4.714
H  -2.766  3.637  2.492
H  -2.047  2.320  0.511
Br  5.873  5.177  1.648
C  4.368  4.287  0.931
C  4.422  3.926  -0.449
C  3.461  3.140  -1.062
C  2.472  2.660  -0.192
C  2.304  3.119  1.144
C  3.269  3.894  1.747
C  1.821  1.328  -0.610
O  2.006  0.820  -1.759
O  1.466  0.629  0.436
H  5.343  4.322  -0.950
H  3.376  2.846  -2.078
H  1.421  2.736  1.749
H  3.200  4.210  2.745
O  -0.825  0.729  -1.332
S  -0.944  0.127  -2.732
C  -1.667  1.470  -3.793
C  -2.637  0.751  -4.757
C  -3.188  -0.558  -4.085
C  -2.579  -0.760  -2.747
H  -0.848  2.001  -4.284
H  -2.201  2.140  -3.119
H  -2.126  0.462  -5.709
H  -3.455  1.438  -5.031
H  -3.035  -1.417  -4.737
H  -4.284  -0.623  -4.075
H  -2.310  -1.767  -2.657
H  -3.173  -0.449  -1.863

***

(6)
An isolated molecule of C2H4OS at a distorted geometry, computed with ωB97M-V with the def2-TZVPD basis set.

As for the SMILES: OCC=S. The total energy is -551.93481 a.u. Its spin multiplicity is 1. For the HOMO energy, the calculation gives -9.2 eV. The HOMO-LUMO gap is 8.838 eV.

Geometry (Å):
C  -0.720  0.092  -0.189
C  0.708  0.425  -0.111
H  0.054  -1.612  0.433
H  -1.234  0.752  -0.953
H  -0.937  0.519  0.982
H  0.876  1.548  0.138
O  -0.804  -1.190  -0.156
S  2.057  -0.534  -0.144

***

(7)
An isolated molecule of C3H4Cl2N2 at a distorted geometry, computed with ωB97M-V with the def2-TZVPD basis set.

As for the SMILES: Cl[C@H]1N=CCN1Cl. The total energy is -1146.53340 a.u. Its spin multiplicity is 1. For the HOMO energy, the calculation gives -9.6 eV. The HOMO-LUMO gap is 10.337 eV.

Geometry (Å):
C  -0.876  0.893  0.478
C  -0.784  -0.036  -0.722
C  1.153  -0.092  0.544
N  0.180  0.804  1.174
N  0.400  -0.846  -0.467
Cl  2.332  0.846  -0.347
Cl  -0.016  -2.379  0.144
H  -1.624  1.627  0.524
H  -1.641  -0.575  -0.886
H  -0.640  0.597  -1.757
H  1.516  -0.840  1.315

***

(8)
A structure of composition C19H14F3MnN3 at a distorted geometry, computed with ωB97M-V with the def2-TZVPD basis set.

The total energy is -2347.07976 a.u. Its expectation value of S² is 1.231. Its spin multiplicity is 2. For the HOMO energy (spin up / spin down), the calculation gives -6.7 / -7.5 eV. The HOMO-LUMO gap (spin up / spin down) is 4.972 / 5.791 eV.

Geometry (Å):
Mn  0.044  -0.280  0.759
C  2.421  -4.538  -1.585
C  2.806  -3.249  -1.235
C  1.852  -2.304  -0.936
C  0.484  -2.634  -0.985
C  0.101  -3.937  -1.342
C  1.073  -4.869  -1.637
N  -0.399  -1.644  -0.653
N  -1.676  -1.812  -0.906
C  -2.489  -0.882  -0.408
C  -3.874  -0.887  -0.699
C  -4.680  0.079  -0.164
C  -4.113  1.074  0.648
C  -2.762  1.025  0.908
N  -1.957  0.081  0.418
H  3.166  -5.283  -1.819
H  3.853  -2.982  -1.207
H  2.123  -1.274  -0.664
H  -0.950  -4.189  -1.359
H  0.778  -5.872  -1.909
H  -4.256  -1.650  -1.357
H  -5.743  0.078  -0.353
H  -4.716  1.869  1.056
H  -2.286  1.779  1.530
F  -0.225  -1.551  2.216
C  0.936  -0.764  2.366
F  1.936  -1.654  2.540
F  0.781  -0.169  3.575
C  0.753  1.186  0.286
C  1.185  2.529  0.219
C  1.837  3.140  -0.862
C  2.136  4.488  -0.815
C  1.793  5.250  0.291
C  1.159  4.656  1.374
C  0.867  3.311  1.348
H  2.103  2.542  -1.719
H  2.631  4.965  -1.647
H  2.023  6.305  0.310
H  0.893  5.255  2.232
H  0.395  2.810  2.184